Run i
Density functional theory data (ωB97M-V with the def2-TZVPD basis set) for a 4-piece molecular cluster, C4H18NO3 overall.

ORCA input file:
```
! RIJCOSX wB97M-V def2-TZVPD def2/J DEFGRID3
* xyz 1 1
C 0.170 0.568 -2.050
C -0.699 -0.103 -1.006
C -0.467 -1.643 -0.850
C -1.035 -2.240 0.406
N -0.225 0.616 0.273
H 1.215 0.254 -2.060
H 0.319 1.662 -1.972
H -0.170 0.439 -3.106
H -1.741 0.181 -1.078
H -0.997 -2.004 -1.740
H 0.596 -1.767 -1.030
H -0.531 -1.948 1.332
H -2.113 -2.162 0.471
H -0.730 -3.329 0.426
H -0.939 1.227 0.720
H 0.121 -0.080 0.980
H 0.720 0.952 0.073
H 3.271 1.938 -0.855
H 3.259 0.458 -0.289
O 2.724 1.260 -0.444
H -2.815 2.473 1.046
H -2.708 1.436 2.025
O -2.490 1.555 1.070
H 1.825 -0.430 3.067
H 2.079 0.678 2.255
O 1.358 0.010 2.336
*
```

Results
**Gap between HOMO and LUMO**: 0.4402 Ha
**HOMO level**: -0.5438 Eh

=====

Run ii
Density functional theory data (ωB97M-V with the def2-TZVPD basis set) for a 4-piece molecular cluster, C4H18NO3 overall.

ORCA input file:
```
! RIJCOSX wB97M-V def2-TZVPD def2/J DEFGRID3
* xyz 1 1
C -0.390 -0.404 -0.487
C -0.337 0.045 0.956
C 1.154 0.404 1.186
C 1.428 0.879 2.576
N -1.747 -0.950 -0.953
H -0.093 0.473 -1.074
H 0.274 -1.282 -0.607
H -0.932 0.911 1.235
H -0.633 -0.817 1.591
H 1.723 -0.502 1.000
H 1.568 1.173 0.500
H 1.438 1.975 2.676
H 2.451 0.701 2.988
H 0.867 0.375 3.380
H -1.560 -1.264 -1.907
H -2.462 -0.222 -0.926
H -2.009 -1.613 -0.233
H -3.510 -3.328 -1.742
H -3.509 -3.628 -0.179
O -3.263 -3.010 -0.863
H 5.185 2.252 1.352
H 5.596 2.623 -0.084
O 4.924 2.149 0.439
H -2.610 1.294 -3.059
H -1.657 0.982 -4.332
O -1.895 0.783 -3.431
*
```

Results
**Gap between HOMO and LUMO**: 0.3863 Ha
**HOMO level**: -0.4995 Eh

=====

run i is the most stable structure; the next one sits 0.0177 hartree above it.

=====

Run i
Density functional theory data (ωB97M-V with the def2-TZVPD basis set) for a 3-piece molecular cluster, C7H16O2 overall.

ORCA input file:
```
! RIJCOSX wB97M-V def2-TZVPD def2/J DEFGRID3
* xyz 0 1
C -0.975 -1.904 -1.135
C -1.757 -1.035 -0.061
C -0.748 -0.272 0.844
C -1.060 -0.498 2.124
C 2.191 1.392 -1.071
C 0.875 0.611 -0.918
C 0.415 0.487 0.382
H -1.377 -2.912 -1.066
H -0.028 -1.836 -0.948
H -1.225 -1.524 -2.055
H -2.326 -0.278 -0.776
H -2.567 -1.567 0.327
H -1.862 -1.120 2.462
H -0.497 -0.046 2.959
H 2.255 1.971 -2.043
H 2.424 2.113 -0.335
H 3.124 0.615 -1.188
H 0.397 0.114 -1.698
H 0.791 1.102 1.202
H -1.751 1.678 -0.491
H -3.035 2.041 0.076
O -2.392 2.306 -0.585
H 3.065 -1.202 1.076
H 2.867 0.269 1.180
O 3.195 -0.505 1.737
*
```

Results
**Gap between HOMO and LUMO**: 0.3445 Ha
**SMILES**: C=C(/C=C/C)CC.O.O
**HOMO level**: -0.3263 Eh

=====

Run ii
Density functional theory data (ωB97M-V with the def2-TZVPD basis set) for a 2-piece molecular cluster, C7H16O2 overall.

ORCA input file:
```
! RIJCOSX wB97M-V def2-TZVPD def2/J DEFGRID3
* xyz 0 1
C -1.304 1.747 0.556
O -1.289 2.239 -0.792
C -1.906 0.348 0.664
C -1.253 -0.675 -0.269
C 0.134 -1.096 0.142
C 1.230 -0.763 -0.534
C 2.609 -0.969 -0.072
C 0.241 -1.722 1.500
H -1.904 2.461 1.115
H -0.273 1.687 0.884
H -2.144 2.001 -1.198
H -3.003 0.378 0.548
H -1.868 -0.019 1.693
H -1.946 -1.509 -0.381
H -1.199 -0.312 -1.309
H 1.120 -0.404 -1.551
H 3.319 -0.838 -0.893
H 2.948 -0.428 0.820
H 2.754 -2.044 0.173
H 0.484 -2.799 1.474
H 1.063 -1.330 2.103
H -0.722 -1.779 2.019
H 0.492 1.392 -2.584
H 1.147 2.484 -1.662
O 1.269 1.949 -2.447
*
```

Results
**Gap between HOMO and LUMO**: 0.3530 Ha
**SMILES**: C/C=C(\C)CCCO.O
**HOMO level**: -0.3243 Eh

=====

run ii is the most stable structure; the next one sits 0.0720 hartree above it.

=====

Run i
Density functional theory data (ωB97M-V with the def2-TZVPD basis set) for an isolated molecule of C7H16O2.

ORCA input file:
```
! RIJCOSX wB97M-V def2-TZVPD def2/J DEFGRID3
* xyz 0 1
C -1.920 0.672 -0.377
C -0.648 -0.392 -0.713
C 0.632 0.348 -0.463
C 1.595 -0.428 0.666
C -0.930 -1.727 -0.053
C 1.440 0.500 -1.746
C 1.228 -0.105 2.106
O -1.691 1.944 -0.930
O -2.235 0.778 0.977
H -1.433 1.040 1.449
H -2.445 2.515 -0.734
H -2.810 0.228 -0.851
H -0.772 -0.526 -1.791
H 0.469 1.347 -0.049
H 1.619 -1.502 0.491
H 2.608 -0.072 0.467
H -0.970 -1.649 1.030
H -0.194 -2.473 -0.343
H -1.908 -2.089 -0.369
H 0.896 1.113 -2.462
H 1.636 -0.472 -2.196
H 2.395 0.984 -1.546
H 1.282 0.970 2.284
H 0.221 -0.428 2.363
H 1.935 -0.577 2.790
*
```

Results
**Gap between HOMO and LUMO**: 0.3970 Ha
**SMILES**: CC[C@@H](C)[C@@H](C)C(O)O
**HOMO level**: -0.3647 Eh

=====

Run ii
Density functional theory data (ωB97M-V with the def2-TZVPD basis set) for an isolated molecule of C7H16O2.

ORCA input file:
```
! RIJCOSX wB97M-V def2-TZVPD def2/J DEFGRID3
* xyz 0 1
C -0.819 0.197 0.186
C -1.437 -1.092 -0.376
C -0.969 0.175 1.708
C -1.563 1.399 -0.401
H 0.350 -0.347 -2.010
H -1.436 -1.103 -1.466
H -0.900 -1.961 -0.007
H -0.683 1.129 2.143
H -2.005 -0.023 1.975
H -0.341 -0.605 2.129
H -2.637 1.251 -0.304
H -1.301 2.315 0.119
H -1.325 1.523 -1.456
H -2.472 -1.172 -0.052
C 1.952 -1.815 -0.527
C 1.435 1.456 0.396
C 0.698 0.250 -0.197
O 1.315 -0.927 0.355
O 0.870 0.341 -1.577
H 2.666 -1.302 -1.177
H 2.484 -2.519 0.110
H 1.238 -2.372 -1.149
H 2.443 1.463 -0.016
H 1.495 1.359 1.473
H 0.941 2.381 0.120
*
```

Results
**Gap between HOMO and LUMO**: 0.3775 Ha
**SMILES**: CO[C@@](C)(O)C(C)(C)C
**HOMO level**: -0.3488 Eh

=====

run ii is the most stable structure; the next one sits 0.0125 hartree above it.

=====

Run i
Density functional theory data (ωB97M-V with the def2-TZVPD basis set) for a 2-piece molecular cluster, C2H3PS3 overall.

ORCA input file:
```
! RIJCOSX wB97M-V def2-TZVPD def2/J DEFGRID3
* xyz 0 1
C -0.876 1.502 -0.064
C -2.050 1.108 0.463
P 2.552 -1.213 -0.166
S -0.028 0.413 -0.986
S -1.155 -1.414 -0.815
S -2.589 -0.656 0.318
H -2.683 1.708 1.082
H 3.467 -0.338 -0.807
H 3.361 -1.109 0.974
*
```

Results
**Gap between HOMO and LUMO (alpha / beta)**: 0.2474 / 0.2459 Ha
**HOMO level (alpha / beta)**: -0.2926 / -0.3167 Eh

=====

Run ii
Density functional theory data (ωB97M-V with the def2-TZVPD basis set) for C2H3PS3 as an isolated structure.

ORCA input file:
```
! RIJCOSX wB97M-V def2-TZVPD def2/J DEFGRID3
* xyz 0 1
C -0.794 1.856 -0.195
C 0.908 -0.338 -0.217
P -0.234 0.759 -1.345
S -0.599 1.481 1.353
S 0.300 -0.634 1.442
S -1.037 -1.860 0.927
H 1.031 -1.315 -0.568
H 1.717 0.311 -0.018
H -1.293 -0.260 -1.378
*
```

Results
**Gap between HOMO and LUMO**: 0.2558 Ha
**HOMO level**: -0.3069 Eh

=====

run ii is the most stable structure; the next one sits 0.0222 hartree above it.